Record 1
{
  "formula": "C17H25Cl3O12",
  "method": "ωB97M-V/def2-TZVPD",
  "homo_ev": -8.4729,
  "total_charge": 0,
  "energy_ev": -80154.6475,
  "elements": ["Cl", "Cl", "Cl", "O", "O", "O", "O", "O", "O", "O", "O", "O", "O", "O", "O", "C", "C", "C", "C", "C", "C", "C", "C", "C", "C", "C", "C", "C", "C", "C", "C", "C", "H", "H", "H", "H", "H", "H", "H", "H", "H", "H", "H", "H", "H", "H", "H", "H", "H", "H", "H", "H", "H", "H", "H", "H", "H"],
  "coordinates": [[-0.204821, -1.331448, 1.816611], [-2.521441, 0.551912, 1.810221], [-1.764621, -0.913568, -0.509439], [-4.087631, -2.101668, 3.372601], [2.743859, -1.768408, -3.980449], [-2.280301, -1.648548, 4.480691], [3.174419, 0.321032, 0.185491], [0.702349, 1.829552, -0.674619], [2.482819, 1.863142, 0.707391], [-2.740231, -3.795058, 4.019031], [0.590429, -1.252898, -3.392209], [0.424729, 1.147942, 1.475911], [2.291849, -1.109618, -1.293319], [1.910109, 0.311792, -4.257519], [3.350769, 0.758522, -2.050189], [-1.012391, 0.034042, -2.251909], [-0.311251, -0.161108, -3.571459], [1.753619, 2.169432, -1.502959], [1.849949, -0.963728, -3.832619], [1.132599, 1.607052, 0.585771], [1.841979, -1.539378, 0.008501], [2.946819, 2.230612, -0.583199], [1.345359, 3.470442, -2.291719], [2.648419, -0.679748, 1.010051], [-3.026751, -2.657018, 3.925851], [2.088219, -3.020388, 0.169211], [-2.934341, -0.425708, 4.293191], [-1.126281, -0.147108, 0.960871], [-4.087011, -0.738198, 3.355081], [3.030369, 0.022982, -1.127709], [0.671709, 0.996712, -3.933139], [-5.462021, -0.321288, 3.796491], [-5.465931, 0.765352, 3.881941], [1.904359, 1.282442, -2.118289], [0.817959, -1.215268, 0.194121], [0.424069, 3.341182, -2.859709], [-1.444591, -0.879978, -1.844639], [-6.216641, -0.749688, 3.136841], [-0.464491, 0.620372, 0.559491], [0.255969, 1.634062, -4.713539], [1.200999, 4.304792, -1.605339], [3.759689, 1.554032, -0.846999], [0.931599, 1.667792, -3.114469], [3.018449, -3.454628, -0.197109], [-2.283201, 0.383712, 3.963131], [-5.806071, -0.712068, 4.754111], [2.107219, 3.731712, -3.026169], [-0.303801, 0.350212, -1.486369], [-3.921541, -0.482098, 2.308591], [-1.052781, -0.410148, -4.330539], [3.483529, 3.174662, -0.489319], [1.301889, -3.537628, -0.380559], [-1.831391, 0.753292, -2.256649], [-3.402101, -0.072908, 5.212351], [2.125579, -0.243788, 1.861331], [1.977859, -3.296608, 1.217851], [3.462069, -1.249108, 1.459401]],
  "forces_ev_per_angstrom": [[-1.68, -0.84, 2.84], [3.30, 2.22, -2.78], [-4.36, -3.27, 11.75], [-0.80, -3.83, -0.83], [-1.50, 1.36, 0.64], [0.59, -0.36, -0.02], [4.22, -8.61, -3.31], [-1.39, -0.14, 3.12], [-6.81, 7.04, 2.24], [-0.05, -0.90, -0.28], [0.71, -0.55, -0.23], [5.40, 4.89, 0.79], [0.79, 1.59, 0.80], [-0.71, 0.53, -0.35], [3.00, -7.13, -1.86], [1.60, 1.91, -5.04], [0.70, 1.35, 0.46], [-0.37, 2.56, -1.32], [0.30, -1.49, -1.55], [1.87, 1.58, 1.75], [1.09, 0.19, 0.50], [2.02, 4.85, 2.05], [0.64, -0.50, 0.67], [0.84, -1.77, 0.04], [0.77, 1.40, 0.99], [-1.29, -0.51, -0.05], [-0.83, 1.39, 1.09], [-3.30, -2.01, -1.90], [-1.60, 0.31, 0.35], [0.35, -3.31, -1.08], [-0.54, -0.62, -0.27], [-0.41, 0.44, 0.43], [-0.53, 0.11, -0.32], [-1.02, 2.06, 0.02], [0.66, -0.72, -1.63], [-0.06, -0.03, 0.31], [1.84, 0.26, -7.20], [0.10, 0.60, -0.51], [-2.51, -1.56, -0.29], [0.52, -0.35, -0.61], [0.13, -0.04, 0.08], [-0.25, 3.31, 1.18], [-1.13, -1.05, -1.14], [0.26, 0.76, -0.02], [0.13, -0.70, 0.39], [0.70, -0.08, 0.40], [0.19, -0.03, 0.12], [-0.07, -0.31, -0.72], [-1.26, -0.43, 1.21], [0.33, 0.02, -0.37], [-0.80, 0.77, -0.04], [-0.06, -0.20, 0.04], [0.07, 0.13, -0.42], [0.22, -0.25, 0.54], [-0.24, 0.09, -0.52], [-0.02, -0.01, 0.05], [0.28, -0.09, -0.20]]
}

***

Record 2
{
  "formula": "C10H17N3O2",
  "method": "ωB97M-V/def2-TZVPD",
  "homo_ev": -8.6206,
  "total_charge": 0,
  "e_above_lowest_kj_mol": 1213.8,
  "energy_ev": -19199.4541,
  "elements": ["O", "O", "N", "N", "N", "C", "C", "C", "C", "C", "C", "C", "C", "C", "C", "H", "H", "H", "H", "H", "H", "H", "H", "H", "H", "H", "H", "H", "H", "H", "H", "H"],
  "coordinates": [[1.489123, -2.531515, 0.933037], [-1.075133, 4.267739, 1.249417], [-0.954259, 1.330243, 1.196783], [1.342313, -2.410633, -4.558516], [0.671211, -2.181281, -1.221190], [-0.822910, 3.318040, 2.433294], [0.704224, -3.603684, -1.524934], [-1.706241, 3.518234, 0.278142], [-0.358475, 1.953298, 2.139031], [0.764793, -0.203113, 0.263786], [1.742700, -3.755396, -2.279401], [1.474879, -2.969549, -3.577276], [-0.960202, 2.189961, -0.039077], [0.922542, -1.808129, 0.116529], [-0.779356, 0.025771, 0.713643], [-0.710566, -0.631352, 1.956329], [0.209730, -1.529006, -1.780580], [0.784311, -4.223358, -0.531053], [-0.193189, 3.872126, 3.245531], [0.987525, 0.144287, -0.525139], [1.495296, -0.042912, 1.029669], [-1.240206, -0.447322, 0.077856], [0.108161, 2.355657, -0.456688], [1.836784, -4.845979, -2.678034], [-1.749820, 1.613441, -0.848389], [-2.132586, 2.908281, 3.062188], [-1.883404, 4.201997, -0.343062], [-2.721968, 3.231819, 0.776462], [-0.226237, 1.412841, 3.092479], [2.550945, -3.445266, -2.146564], [0.738072, 2.330157, 1.671897], [-0.308058, -4.045396, -1.726171]],
  "forces_ev_per_angstrom": [[-1.54, 0.90, -0.98], [2.22, -2.33, 4.44], [-6.14, -1.08, -8.70], [-0.32, 0.85, -1.16], [-0.21, -1.13, 4.18], [-4.40, 2.40, 2.21], [-8.39, 0.07, 9.32], [-0.68, -5.94, 6.11], [7.46, 3.52, 3.22], [-4.18, -8.08, 10.82], [-5.01, -8.18, -13.11], [0.57, -1.55, 1.10], [-2.67, -0.41, -1.95], [1.79, 1.66, -1.11], [10.31, 1.47, 12.62], [-0.66, 1.21, -3.95], [-0.90, 0.79, -1.09], [0.54, 1.65, -1.23], [-1.30, -1.05, -1.81], [2.93, 5.04, -10.73], [0.11, 0.80, 0.50], [-6.38, -3.82, -6.28], [-1.62, -0.31, 0.59], [0.12, 1.54, 0.69], [2.62, 1.55, 1.96], [3.19, 1.85, -1.76], [-1.33, 4.56, -6.40], [1.24, -0.03, -1.20], [0.09, 0.09, -0.44], [12.51, 4.51, 3.98], [-0.88, -1.26, 1.40], [0.92, 0.73, -1.23]]
}

***

We obtain frontier orbital gap values of 8.82; 9.13 eV for the records listed above, in that order.
We obtain max |F| values of 12.9; 16.4 eV Å⁻¹ for the records listed above, in that order.